51
Properties=species:S:1:pos:R:3 method="wB97M-V/def2-TZVPD" lumo_ev=-2.33 total_energy_ev=-79857.3688 homo_lumo_gap_ev=5.70 homo_ev=-8.025
H 0.464 -2.230 -3.509
C -4.274 0.479 0.876
H -3.937 -0.493 0.515
H 1.730 0.613 2.490
C -5.134 2.949 1.872
Cl 5.086 -0.712 -4.855
N -1.278 1.425 2.928
O 3.188 0.539 -3.323
C 3.582 -0.078 1.721
Cl -3.496 0.574 -3.365
C 0.946 -0.140 -3.435
H -6.835 2.711 0.551
C -3.937 2.400 2.331
C 2.344 -0.426 -3.329
C -1.667 -0.649 2.214
H -2.067 -1.528 1.745
H 1.164 2.014 -3.495
C 0.453 1.188 -3.477
C 2.770 -2.423 1.881
C -0.917 1.405 -3.479
H -3.336 2.909 3.089
C -1.322 -1.008 -3.493
H 4.123 -1.674 0.368
C -3.475 1.159 1.833
C 0.536 -1.627 3.006
N -0.469 -0.580 2.828
H 2.926 -2.880 2.867
C 0.046 -1.225 -3.485
Cl 5.158 -0.596 -1.798
H -1.305 2.420 -3.502
C 1.598 -1.440 1.926
H -5.471 3.907 2.270
H -2.015 -1.844 -3.529
N -0.221 0.712 3.215
H 1.075 -1.538 0.947
H 4.890 -1.849 1.970
C -1.806 0.312 -3.451
C 3.974 -1.558 1.448
H 0.026 -2.593 2.916
N 2.192 -0.146 2.004
Cl 5.440 2.019 -3.415
C -2.207 0.632 2.297
H 0.996 -1.517 4.004
C -5.901 2.279 0.907
B 4.665 0.345 -3.364
H -6.044 0.525 -0.352
H 4.172 0.345 2.555
H 2.563 -3.211 1.151
H 3.783 0.531 0.823
C -5.458 1.046 0.406
H 2.681 -1.471 -3.296



54
Properties=species:S:1:pos:R:3 method="wB97M-V/def2-TZVPD" lumo_ev="1.49 / 0.74" s2=2.020 total_energy_ev=-203332.6924 multiplicity=3 homo_lumo_gap_ev="5.69 / 5.43" charge=-1 homo_ev="-4.196 / -4.681" e_above_lowest_kcal_mol=52.4
H 1.460 4.269 0.348
F 2.418 -0.030 1.403
P -0.474 -1.533 -0.323
H 3.221 -4.794 -0.900
C 0.168 5.910 0.929
C 3.715 -2.861 -1.692
H 4.710 -3.154 -2.002
C -1.235 -0.945 -1.885
Se -2.216 2.667 3.512
H -1.784 -2.472 2.013
H -3.196 5.950 0.486
H -2.709 3.688 -0.387
H -2.241 -0.586 -1.665
F 2.827 2.045 2.303
S -0.257 2.192 -0.655
C -2.942 -5.309 0.584
C -0.598 3.866 -0.048
C -2.715 -4.351 1.558
H -3.523 -6.194 0.813
F 3.833 0.188 3.199
C -1.143 6.371 0.969
C 3.284 -1.555 -1.884
H -1.239 -3.905 -1.987
C -0.511 2.800 -2.375
H 0.970 6.511 1.337
B 3.426 0.777 1.993
H -3.099 -4.464 2.564
C -1.660 -4.021 -0.995
C 1.605 -3.408 -0.677
H -1.288 -1.741 -2.627
H -0.649 -0.121 -2.290
H -2.594 -5.889 -1.457
H 1.706 -0.145 -1.591
H 3.947 -0.820 -2.321
C 2.012 -1.179 -1.485
Te -0.029 2.301 2.517
C -1.904 4.331 -0.046
C -2.174 5.593 0.460
H 0.962 -4.120 -0.175
F 4.486 0.963 1.111
C -2.417 -5.141 -0.694
C 0.448 4.658 0.403
O 1.213 1.997 -0.589
Te 0.135 -0.249 3.870
Pt -0.281 0.103 1.274
C 1.154 -2.110 -0.901
Se -1.300 -2.087 4.541
H 0.078 3.703 -2.506
C -1.426 -3.053 -0.016
H -1.572 2.996 -2.532
C 2.879 -3.783 -1.081
H -1.360 7.338 1.404
H -0.162 2.023 -3.057
C -1.961 -3.223 1.253



43
Properties=species:S:1:pos:R:3 method="wB97M-V/def2-TZVPD" lumo_ev=-5.03 total_energy_ev=-23238.7114 homo_lumo_gap_ev=5.21 charge=+1 homo_ev=-10.244 e_above_lowest_kcal_mol=7.9
H -3.459 3.222 3.396
H 4.526 0.685 -5.125
B 0.446 -3.912 -0.137
H 2.183 0.107 0.369
N -0.627 -3.834 0.857
C -1.291 -4.997 1.096
H -2.707 5.441 -0.226
C 2.735 -0.743 -2.579
C 0.061 1.804 0.894
C -1.033 2.734 1.039
C -2.294 -5.035 2.031
C 3.451 -0.646 -3.777
C 0.846 1.683 -0.212
H -0.401 -1.821 1.115
H 2.559 2.555 -1.762
H -2.791 -6.016 2.189
C -2.461 4.618 0.443
C 3.925 0.611 -4.217
H 0.918 -0.383 -0.711
C -1.403 3.763 0.132
H 0.902 2.546 -0.863
C 2.831 1.664 -2.332
C 2.458 0.413 -1.820
H -1.601 1.661 2.803
C -2.898 3.392 2.476
H -2.184 -1.744 2.958
H 2.420 -1.732 -2.194
C -3.201 4.470 1.632
H 3.933 2.754 -3.800
C -0.969 -2.669 1.464
H 1.542 -3.741 0.298
H 3.644 -1.527 -4.385
C -1.841 2.533 2.188
H 0.005 -3.982 -1.238
H -0.991 -5.878 0.515
H -3.983 5.168 1.898
H -3.366 -3.885 3.533
C 3.597 1.759 -3.492
H -0.877 3.896 -0.835
H 0.334 1.201 1.757
C -1.950 -2.668 2.432
C -2.611 -3.872 2.732
C 1.622 0.406 -0.544



47
Properties=species:S:1:pos:R:3 method="wB97M-V/def2-TZVPD" lumo_ev=-7.76 total_energy_ev=-99465.7204 homo_lumo_gap_ev=6.32 charge=+2 homo_ev=-14.083 e_above_lowest_kcal_mol=0.0
C 1.172 -1.439 -2.094
C 0.131 -1.041 3.878
H -2.258 -1.187 -1.150
H -2.630 0.743 -2.670
H 2.193 3.649 -3.218
H 2.982 -2.321 -2.811
C 0.559 1.360 5.267
H 0.717 2.296 5.789
H -2.251 2.563 0.555
C 0.230 -1.044 5.267
H -0.064 -1.948 3.303
C 1.983 2.586 -3.102
H -3.611 1.576 -1.417
H -1.203 -2.877 -0.259
C 2.895 1.614 -3.512
H -0.643 3.093 0.101
C 0.783 2.189 -2.518
N 0.517 0.880 -2.277
H 0.465 -4.774 -0.262
H -2.995 -0.077 0.183
H 0.019 2.899 -2.183
H 3.282 -0.513 -3.634
C 0.469 0.147 5.964
C -3.392 0.608 -1.881
H 3.839 1.916 -3.961
H -4.310 0.315 -2.406
C 2.086 -2.499 -2.218
H -1.935 3.060 -1.107
C 0.015 0.185 1.750
Br 0.416 3.028 2.936
H 0.571 0.142 7.053
H -3.928 -1.182 -0.747
C 1.426 -0.092 -2.629
C 0.445 1.385 3.876
C -0.224 -2.800 -0.752
C -3.092 -0.486 -0.850
C -1.506 2.510 -0.255
H 2.583 -4.506 -1.599
O -1.084 -0.400 1.356
Zr -0.986 0.400 -0.629
C 0.289 0.167 3.189
H 0.116 -1.979 5.813
O 0.736 0.728 0.841
N 0.053 -1.594 -1.313
C 2.598 0.267 -3.315
C 0.682 -3.852 -0.806
C 1.856 -3.699 -1.548



51
Properties=species:S:1:pos:R:3 method="wB97M-V/def2-TZVPD" lumo_ev="-0.56 / -1.58" s2=6.069 total_energy_ev=-226841.9506 multiplicity=5 homo_lumo_gap_ev="7.01 / 5.97" homo_ev="-7.568 / -7.543"
C 2.213 2.730 3.059
C -2.117 -1.865 -1.684
H -3.749 1.668 -1.721
H -1.117 -1.383 -1.616
C 1.768 1.888 2.056
O 1.678 2.266 0.823
H 5.120 -0.365 -3.380
C 3.121 -0.059 -2.752
H 1.992 -1.847 4.821
C 3.661 -1.013 -4.889
Cl 3.460 0.746 -1.255
C 1.833 -0.017 3.669
Se -1.592 2.047 -0.661
Ge -3.377 -0.749 -0.677
H -2.929 -2.112 1.470
H -5.387 -0.839 -2.333
Co 1.159 0.645 -0.415
H -5.150 -2.296 -1.484
C 1.179 -2.220 2.797
C -3.118 -1.055 1.240
N 1.160 -0.298 1.354
Cl -0.316 -0.911 -4.696
C 1.545 0.511 2.409
I 2.306 4.881 2.904
H 4.403 -1.407 -5.582
C 1.727 -1.419 3.841
H 3.118 2.786 5.133
C 2.462 0.863 4.566
H -2.109 -2.893 -1.300
C -1.696 3.011 1.071
H 1.960 -1.199 -6.266
C 1.334 -0.677 -4.328
H -2.313 -0.424 1.609
C 4.084 -0.497 -3.652
C -3.312 1.209 -0.815
H -3.963 1.557 -0.010
I 3.468 0.265 6.304
C -5.199 -1.265 -1.339
H -2.349 -1.887 -2.766
H -2.308 3.927 1.044
H -2.101 2.366 1.852
C 1.702 -0.309 -2.969
C 0.946 -1.595 1.579
H -5.918 -0.968 -0.655
C 2.312 -0.936 -5.253
H -0.675 3.282 1.272
H 0.672 -2.150 0.685
H 0.950 -3.272 2.962
C 2.662 2.216 4.280
H -4.009 -0.754 1.748
N 0.809 -0.184 -2.053



47
Properties=species:S:1:pos:R:3 method="wB97M-V/def2-TZVPD" lumo_ev=0.38 total_energy_ev=-52642.3171 homo_lumo_gap_ev=9.07 smiles="O=C(N[C@]12C[C@H]3C[C@H](C[C@H](C3)C1)C2)c1nc(Cl)n(-c2ccccc2)c1Cl" homo_ev=-8.690
H -1.110 -2.261 -2.481
C 1.151 5.287 2.440
C 0.051 4.900 0.328
H -2.399 -3.939 -1.229
N -1.441 1.967 -0.789
H -0.326 -4.496 -2.664
H 1.192 -5.514 -1.001
H 0.629 -2.220 -2.574
C 0.582 2.969 -0.900
H -1.959 -4.048 1.253
C 0.404 6.461 2.638
H -1.388 6.239 -0.312
C -1.557 3.261 -0.546
H -1.256 -0.120 -0.735
Cl 2.270 3.041 -1.051
H 1.378 3.470 1.494
C -1.038 -2.225 0.480
H 1.359 -1.617 1.144
C -1.116 -3.758 0.605
H -1.299 7.596 1.967
C -0.663 6.081 0.493
N -0.340 3.903 -0.561
Cl -2.960 4.158 -0.163
H 0.382 -5.169 1.150
H 2.259 -4.093 0.695
C 1.210 -4.439 -1.109
C -0.216 -2.494 -1.941
C -0.162 -4.026 -1.702
C -0.551 6.850 1.653
C -0.060 -1.783 -0.608
C 1.398 -3.640 0.246
H -0.831 -1.753 1.454
C 0.248 -4.108 1.103
C 1.000 4.579 1.341
C 0.512 0.495 -1.355
H 2.179 -1.604 -0.413
H -1.998 -1.900 0.184
N -0.313 -0.430 -0.778
H 0.400 -3.717 2.116
C -0.098 1.782 -1.140
H 0.709 7.078 3.485
H 2.003 -4.133 -1.803
C 1.316 -2.059 0.084
H 1.837 4.808 3.086
C -1.407 -4.264 -0.832
H -1.531 -5.365 -0.731
O 1.551 0.250 -2.021



52
Properties=species:S:1:pos:R:3 method="wB97M-V/def2-TZVPD" lumo_ev="2.06 / 2.06" s2=15.761 total_energy_ev=-127019.5925 multiplicity=8 homo_lumo_gap_ev="5.62 / 6.00" charge=-1 homo_ev="-3.567 / -3.939" e_above_lowest_kcal_mol=0.0
F -1.905 0.140 2.083
H 1.577 2.049 0.971
C -1.095 3.091 -0.481
H 1.200 -0.454 5.290
H 1.617 3.797 1.256
H 2.748 3.330 3.477
C -1.519 -0.112 3.374
H 2.480 -3.468 0.444
H -0.094 2.390 3.037
H -3.543 -0.177 3.967
N -1.093 2.006 -0.131
C 2.462 -2.507 2.404
H 4.810 -2.022 3.479
H 1.068 -4.138 2.557
S -1.523 -2.312 -0.475
C -0.837 -0.539 5.966
C -2.514 -0.249 4.302
C 4.799 0.088 3.858
C 0.156 -0.399 5.001
H 1.812 -1.879 0.395
S -0.107 -0.209 -2.714
Cl 0.595 4.552 -1.824
S 1.500 0.605 -1.659
H 5.822 0.115 4.215
H 0.613 2.442 4.643
C 2.743 1.242 3.305
C 2.906 -1.172 3.004
C 2.585 -2.470 0.875
H 3.212 -3.223 2.754
H 4.516 2.213 3.998
H 0.926 -2.979 3.895
H 0.515 3.921 3.672
C 4.062 1.257 3.750
C 2.082 2.589 3.023
C 1.107 -3.077 2.822
H 3.535 -2.040 0.552
Cl -2.266 4.830 -2.099
Cl -0.974 5.595 0.363
H -2.958 -0.587 6.389
Eu -0.064 -0.224 0.498
H 0.284 -2.599 2.301
H 3.115 2.854 1.122
C -0.131 -0.181 3.633
C 4.224 -1.107 3.458
S -0.318 -2.198 -2.178
C -0.942 4.469 -1.000
C 0.699 2.842 3.630
C 2.094 2.843 1.510
H -0.543 -0.704 6.999
N 0.774 -0.024 2.626
C -2.183 -0.472 5.640
C 2.132 0.008 2.995



47
Properties=species:S:1:pos:R:3 method="wB97M-V/def2-TZVPD" lumo_ev="-0.76 / -2.25" s2=3.801 total_energy_ev=-78300.5552 multiplicity=4 homo_lumo_gap_ev="7.20 / 5.71" homo_ev="-7.962 / -7.959" e_above_lowest_kcal_mol=107.8
C -0.310 0.773 5.776
O -1.209 1.528 0.903
C 2.160 1.530 -1.229
H -1.720 -2.949 -1.344
H 0.189 -2.869 -0.260
C 0.106 -0.406 3.696
H -1.560 2.499 3.096
H 2.845 -1.896 0.665
H -4.522 0.036 -2.789
C 1.158 -1.853 -3.302
C 1.981 2.911 -1.231
C 2.590 -0.983 0.108
H 3.541 -0.574 -0.275
H -1.414 2.634 5.604
N 1.194 0.656 -1.581
H -2.592 1.662 -2.765
H 0.527 -1.251 3.146
C -0.544 0.610 2.973
H 2.149 -0.247 0.785
C -2.457 0.622 -2.477
H 0.456 -1.259 -3.896
C -0.029 1.154 -1.964
C -3.249 -1.582 -2.049
H 0.730 -1.128 5.637
H 0.820 -2.897 -3.321
C 0.809 3.436 -1.774
C -0.974 1.793 5.066
H -4.029 -2.335 -2.017
C -0.185 2.538 -2.144
Co 1.509 -1.292 -1.498
C -0.696 0.518 1.451
C -1.163 0.221 -2.058
H 2.164 -1.813 -3.782
Cl -0.234 0.826 7.486
H 3.088 1.136 -0.830
C 0.234 -0.333 5.087
O -0.246 -0.545 0.950
H 2.764 3.553 -0.853
H 0.656 4.508 -1.862
H 1.862 -3.409 -0.014
C -1.933 -1.938 -1.699
C -1.079 1.710 3.670
C -3.517 -0.281 -2.489
H 1.028 -3.809 -1.546
N -0.931 -1.068 -1.735
H -1.130 2.899 -2.538
C 1.161 -3.036 -0.774



48
Properties=species:S:1:pos:R:3 method="wB97M-V/def2-TZVPD" lumo_ev=0.07 total_energy_ev=-43659.6142 homo_lumo_gap_ev=8.32 smiles="O=C(Nc1nc2ccccc2n1CCN1CCOCC1)c1ccc(Cl)cc1" homo_ev=-8.252 e_above_lowest_kcal_mol=30.7
C -0.987 3.531 -2.960
C -1.157 -3.008 -3.259
C -0.592 2.085 -1.061
H -1.534 -0.745 -5.751
N 0.163 -0.235 -1.475
H -3.267 1.538 -3.995
C -0.603 -2.156 -2.310
O -0.123 0.695 1.526
H -3.089 1.377 -1.558
Cl 3.095 -1.417 6.982
N -1.373 2.318 -2.261
H -4.598 2.479 -3.254
C 2.429 -1.319 3.061
H 0.735 -0.008 6.271
C 3.003 -1.564 4.294
C -0.720 -0.259 -3.844
H -3.123 3.158 -1.398
C 1.238 -0.603 2.970
H -1.316 -4.049 -3.032
C -3.517 2.422 -3.389
N 0.841 -1.192 0.678
C 1.203 -0.373 5.371
H -1.535 4.566 -4.786
H 1.162 -2.104 0.974
H -0.558 0.783 -4.062
H 1.085 1.428 -2.264
H -0.190 3.021 -0.649
C -1.752 3.623 -4.281
O -3.143 3.596 -4.074
H -1.920 -3.102 -5.244
H 2.933 -1.665 2.170
N -0.169 -2.410 -1.035
C 2.383 -1.098 5.444
C 0.255 -1.263 -0.581
C -2.808 2.316 -2.039
H 3.929 -2.112 4.367
C -0.400 -0.789 -2.605
H -1.459 2.786 -4.934
H -0.270 0.449 4.048
H 1.298 1.195 -0.513
C 0.585 1.134 -1.337
H -1.217 1.632 -0.291
C -1.268 -1.120 -4.773
H 0.087 3.503 -3.163
C 0.642 -0.122 4.134
C -1.486 -2.469 -4.484
C 0.575 -0.285 1.675
H -1.207 4.430 -2.356



53
Properties=species:S:1:pos:R:3 method="wB97M-V/def2-TZVPD" lumo_ev=0.50 total_energy_ev=-61570.1269 homo_lumo_gap_ev=9.13 smiles="C=CCn1c(COc2ccc(Cl)cc2)nnc1SCC(=O)c1c(N)n(C)c(=O)n(C)c1=O" homo_ev=-8.622 e_above_lowest_kcal_mol=23.8
H -3.669 -2.361 2.492
N -2.469 -2.541 -0.477
N -0.429 -0.701 1.317
C -2.131 -1.763 -1.577
O -3.855 -0.782 3.050
C 3.753 0.383 -0.433
C 0.357 4.100 -1.365
H 2.640 -1.455 -0.241
O -1.678 -2.249 -2.587
H -3.480 1.661 3.356
C 3.576 -0.948 -0.072
H -1.784 -4.133 -1.570
H 0.247 3.098 1.632
H -0.224 4.551 -2.150
O 2.810 1.167 -1.040
H -3.126 -4.536 -0.478
H -3.051 1.999 1.639
S -1.186 1.299 3.012
C -3.093 -0.618 0.822
C 0.718 0.322 -0.175
H -2.729 0.012 -3.469
C 4.612 -1.640 0.533
H -1.474 -4.268 0.171
H -1.251 3.089 -0.471
C 1.559 0.602 -1.373
C -2.983 -2.014 0.666
H 4.474 -2.672 0.814
H -3.074 -3.798 1.646
H -2.329 1.403 -2.419
C -3.371 -0.099 2.149
H 5.093 2.042 -0.463
C 5.818 -1.009 0.778
Cl 7.107 -1.881 1.532
H 6.945 0.807 0.621
C 4.973 1.010 -0.177
C -2.203 -3.963 -0.580
C -2.105 0.364 -2.649
H -1.059 0.252 -2.932
C 6.003 0.320 0.426
O -2.816 1.457 -0.309
C -2.948 1.310 2.473
N 0.322 1.269 0.716
C -0.196 3.324 -0.452
N -2.385 -0.425 -1.461
C -2.767 0.236 -0.292
N -3.379 -2.841 1.628
H 1.647 2.853 0.548
H 1.673 -0.324 -1.948
H 1.073 1.363 -1.993
N 0.269 -0.853 0.186
H 1.410 4.328 -1.355
C 0.573 2.687 0.670
C -0.408 0.566 1.630